# C10H20N5O7P2PtS

A molecular structure, C10H20N5O7P2PtS (ωB97M-V with the def2-TZVPD basis set, the OMol25 dataset).

ORCA input file:
```
! RIJCOSX wB97M-V def2-TZVPD def2/J DEFGRID3
* xyz 3 1
Pt 0.9768 0.3934 -0.3530
C 0.7939 0.8030 3.9273
C 0.5668 0.9383 2.4639
N 1.4644 0.6119 1.5954
N 2.6691 0.0477 1.9672
C 3.5529 -0.3463 1.0303
N 4.7193 -0.8104 1.4051
S 3.1790 -0.2460 -0.6616
C -0.6781 1.4357 1.8584
C -1.6522 2.0703 2.5959
C -2.7700 2.5969 1.9449
C -2.8603 2.4650 0.5792
C -1.8516 1.7974 -0.1170
N -0.7873 1.2932 0.5018
H 0.9855 -0.2457 4.1786
H 1.6484 1.4062 4.2472
H -0.0709 1.1088 4.5042
H 2.8101 -0.1496 2.9510
H 5.0461 -0.7789 2.3632
H 5.3680 -1.1803 0.7211
H -1.5523 2.1799 3.6654
H -3.5411 3.1037 2.5102
H -3.7014 2.8631 0.0281
H -1.9057 1.6448 -1.1887
C -2.2651 -2.5628 -2.7004
C -1.4754 -1.5592 -1.8656
O -2.2697 -0.9191 -0.8735
P -0.2171 -2.4265 -0.8582
O 0.7755 -3.1967 -1.7854
O -0.9228 -3.5172 -0.0161
O 0.4648 -1.4845 0.1579
P -0.6416 -0.2488 -2.9097
O -0.3517 -0.9401 -4.2811
O -1.3338 1.0467 -2.9012
O 0.8160 -0.1815 -2.2696
H -2.7974 -3.2529 -2.0452
H -1.6244 -3.1270 -3.3762
H -2.9973 -2.0289 -3.3102
H -3.2009 -0.9829 -1.1272
H 1.3886 -2.6993 -2.3471
H -0.7727 -4.4551 -0.2128
H -0.6592 -0.5115 -5.0946
N 1.3804 2.2690 -1.0979
H 2.2739 2.3009 -1.5910
H 1.3753 3.0309 -0.4207
H 0.6455 2.4446 -1.7925
*
```

Computed properties:
E_LUMO = -10.87 eV
HOMO-LUMO gap = 0.298 Ha
relative energy (zero: lowest compared OMol25 entry of this formula, charge and spin) = 0.000 eV
calculated total energy = -2392.98952 Ha
strongest force on any atom = 0.0077 hartree/bohr

natural (NBO) atomic charge list, values in e, 8 entries:
1. Pt 1.426
2. C -0.714
3. C 0.387
4. N -0.269
5. N -0.410
6. C 0.343
7. N -0.689
8. S 0.131

***

# C5H7NS

C5H7NS in the gas phase (ωB97M-V with the def2-TZVPD basis set, the OMol25 dataset).

ORCA input file:
```
! RIJCOSX wB97M-V def2-TZVPD def2/J DEFGRID3
* xyz 0 1
C -0.8103 -1.1246 0.4914
C -0.5595 0.1307 1.1614
S 1.0588 0.1040 2.0840
C 0.4001 1.1050 0.6762
C 1.1731 0.8772 -0.5850
C 0.6386 0.5022 -1.7276
N 0.0317 0.0799 -2.7168
H -1.5497 -0.8641 -0.3298
H -1.3173 -1.9240 1.1205
H 0.2098 -1.5438 0.0792
H -1.2721 0.6374 1.8764
H 0.2628 2.1369 0.8102
H 2.2348 0.6811 -0.3591
H -0.5008 -0.7980 -2.5811
*
```

Computed properties:
SMILES string = C[C@H]1S[C@H]1C=C=N
E_LUMO = 0.69 eV
HOMO-LUMO gap = 0.350 Ha
relative energy (zero: lowest compared OMol25 entry of this formula, charge and spin) = 2.565 eV
calculated total energy = -647.56278 Ha
strongest force on any atom = 0.0694 hartree/bohr

natural (NBO) atomic charge list, values in e, 8 entries:
1. C -0.646
2. C -0.263
3. S 0.031
4. C -0.278
5. C -0.467
6. C 0.451
7. N -0.648
8. H 0.208

***

# C33H76IrN4O6P2Sb

A molecular structure, C33H76IrN4O6P2Sb (ωB97M-V with the def2-TZVPD basis set, the OMol25 dataset).

ORCA input file:
```
! RIJCOSX wB97M-V def2-TZVPD def2/J DEFGRID3
* xyz 4 1
Ir 0.3027 -0.0842 -0.7702
C 0.8602 -3.2809 3.4776
C 1.7253 -2.1503 3.9864
C 3.1915 -2.3384 3.6646
O 1.1787 -0.8593 3.4867
P 1.3004 -0.0382 2.1874
O 0.1747 -0.3516 1.2125
C 2.9336 -0.3448 1.3565
P 3.1880 1.1579 0.1092
O 2.2907 0.6184 -1.0196
O 2.5756 2.4979 0.7136
C 3.5649 3.4162 1.3952
C 2.8186 4.6932 1.6919
C 4.1988 2.7449 2.6009
O 4.5524 1.5939 -0.4380
C 4.9780 1.7854 -1.8678
C 5.5012 0.4843 -2.4266
C 6.0231 2.8746 -1.8280
O 0.9967 1.4089 2.6717
C 1.6167 2.2902 3.6962
C 2.1107 1.5494 4.9208
C 0.5631 3.3196 4.0383
H 1.1937 -4.2209 3.9142
H 0.9223 -3.3435 2.3866
H -0.1808 -3.1211 3.7572
H 1.6121 -2.0588 5.0651
H 3.3485 -2.2957 2.5855
H 3.5211 -3.3159 4.0120
H 3.8147 -1.5795 4.1387
H 2.9586 -0.8372 0.3920
H 3.8682 -0.0430 1.8125
H 4.3581 3.6236 0.6802
H 1.9380 4.4988 2.3005
H 2.5068 5.1815 0.7684
H 3.4740 5.3759 2.2322
H 3.4742 2.5265 3.3728
H 4.9642 3.3935 3.0239
H 4.6745 1.8049 2.3056
H 4.1013 2.1101 -2.4317
H 6.3908 0.1672 -1.8820
H 5.7721 0.6215 -3.4728
H 4.7516 -0.3068 -2.3570
H 6.8511 2.5663 -1.1893
H 5.6149 3.8090 -1.4435
H 6.4121 3.0460 -2.8311
H 2.4507 2.7750 3.2155
H 1.3246 0.9324 5.3530
H 2.4183 2.2857 5.6621
H 2.9750 0.9197 4.6972
H -0.2894 2.8426 4.5229
H 0.2118 3.8447 3.1502
H 0.9853 4.0535 4.7237
N -2.3896 3.6054 -4.0490
C -2.4956 2.4536 -3.0510
C -1.7262 1.2293 -3.5234
C -0.1863 1.3806 -3.4930
N 0.4084 0.1677 -2.8552
C 0.2869 2.6276 -2.7362
C -0.5036 2.9156 -1.4573
N -0.0706 1.9594 -0.4016
C -2.0388 2.8616 -1.6563
H -2.7315 3.3209 -4.9728
H -1.4268 3.9261 -4.1649
H -2.9502 4.4108 -3.7522
H -3.5580 2.2126 -3.0193
H -2.0639 0.9249 -4.5167
H -1.9980 0.4295 -2.8266
H 0.1899 1.4323 -4.5159
H 1.4230 0.2135 -2.9720
H 0.1063 -0.6651 -3.3600
H 0.3004 3.5045 -3.3862
H 1.3326 2.4730 -2.4583
H -0.2417 3.9205 -1.1239
H -0.6480 2.0554 0.4351
H 0.8633 2.2475 -0.0942
H -2.4887 3.8159 -1.3732
H -2.4519 2.1112 -0.9762
C 0.7437 -5.0169 -2.6644
C 1.2687 -4.5725 -1.2875
C 0.5821 -5.3707 -0.1657
C 2.7981 -4.7308 -1.2119
C 0.9484 -3.1450 -1.1174
N 0.6751 -2.0338 -1.0183
H 1.0140 -6.0613 -2.8137
H 1.1919 -4.4334 -3.4693
H -0.3417 -4.9323 -2.7194
H 0.6848 -6.4324 -0.3854
H -0.4815 -5.1379 -0.1008
H 1.0484 -5.1776 0.8001
H 3.0392 -5.7927 -1.2268
H 3.1997 -4.3007 -0.2934
H 3.2852 -4.2593 -2.0659
C -6.3537 0.3085 -2.0676
C -6.0027 0.1364 -0.6001
C -6.0438 1.4222 0.2097
Sb -4.0401 -0.8342 -0.4220
C -4.0756 -2.4497 -1.8941
C -2.6695 -2.9799 -2.1195
C -5.0331 -3.5191 -1.3659
C -3.9377 -1.7512 1.5682
C -3.1687 -0.8161 2.4900
C -5.3576 -2.0379 2.0435
H -7.3535 0.7435 -2.1443
H -6.3791 -0.6401 -2.6034
H -5.6664 0.9902 -2.5775
H -6.6383 -0.6240 -0.1384
H -5.4294 2.2072 -0.2382
H -5.7316 1.2738 1.2442
H -7.0726 1.7891 0.2395
H -4.4687 -1.9922 -2.8029
H -2.2723 -3.4413 -1.2109
H -1.9763 -2.1946 -2.4382
H -2.6925 -3.7469 -2.8984
H -4.6556 -3.9852 -0.4540
H -5.1355 -4.3111 -2.1131
H -6.0363 -3.1316 -1.1828
H -3.3865 -2.6759 1.3841
H -3.6704 0.1492 2.5879
H -2.1444 -0.6529 2.1533
H -3.1267 -1.2546 3.4911
H -5.9190 -1.1194 2.2226
H -5.3088 -2.5695 2.9979
H -5.9156 -2.6730 1.3556
*
```

Computed properties:
E_LUMO = -12.08 eV
HOMO-LUMO gap = 0.173 Ha
calculated total energy = -2999.48191 Ha
strongest force on any atom = 0.0962 hartree/bohr

Mulliken atomic charge list, values in e, 8 entries:
1. Ir 2.606
2. C -1.055
3. C 0.503
4. C -1.074
5. O -0.059
6. P 0.284
7. O -0.076
8. C -1.089